[1]
Formula: C6H10N2O
Source: the OMol25 dataset
Level of theory: ωB97M-V/def2-TZVPD

Structure (XYZ):
```
19
Properties=species:S:1:pos:R:3:forces:R:3
C -0.1546 -2.4544 -1.2308 2.09 0.76 1.37
C -0.3646 -2.1988 0.2363 1.08 0.39 1.41
O -0.2735 -3.1738 1.2035 -0.31 0.65 -1.38
N -0.2606 -2.5274 2.4294 0.25 -0.85 0.60
N -0.2780 -1.2972 2.2503 -0.24 0.08 0.44
C -0.3434 -1.0146 0.9301 -0.49 1.89 -1.44
C -0.4523 0.5077 0.4215 3.10 -2.31 3.15
C 0.8325 0.8093 -0.3171 2.33 -0.44 0.70
C -0.5066 1.4994 1.6051 0.74 -0.91 -2.87
H 0.9312 -2.9242 -1.3507 -1.96 1.63 -0.01
H -0.7589 -3.2671 -1.5261 -1.20 -0.43 -0.89
H -0.3466 -1.4031 -1.6640 0.48 -2.21 -0.16
H -1.3168 0.4532 -0.1158 -2.31 0.71 -1.85
H 1.1531 -0.0425 -1.0190 -0.47 1.71 0.62
H 1.6620 0.8015 0.5457 -1.55 0.11 -1.98
H 0.8269 1.8520 -0.7413 0.13 -1.25 0.00
H 0.1015 1.3326 2.4167 1.69 -0.96 1.57
H -1.4269 1.6289 1.9542 -4.21 -0.10 1.70
H -0.3153 2.4746 1.2782 0.83 1.52 -0.99
```
Positions in Å, forces in eV/Å.

Results
E_HOMO   -9.598 eV

[2]
Formula: C33H29CuN8PS2
Source: the OMol25 dataset
Level of theory: ωB97M-V/def2-TZVPD

Structure (XYZ):
```
74
Properties=species:S:1:pos:R:3:forces:R:3
Cu 1.8109 0.6117 1.0515 -0.17 -0.51 -0.09
N -0.2122 -1.3016 4.7365 0.03 0.21 -0.34
C 0.3724 -0.5551 5.7301 -0.59 -0.06 0.63
C 1.5171 -0.0711 5.1939 0.58 0.31 0.22
N 1.6622 -0.4713 3.9038 -0.53 -0.44 -0.47
C 0.5912 -1.1965 3.6395 0.19 0.16 0.01
C 0.3468 -1.7685 2.3221 -0.11 -0.22 0.00
N 1.0587 -1.4523 1.2591 0.09 0.22 0.17
C 0.6667 -2.3026 0.2580 0.08 0.20 -0.10
C -0.3203 -3.1190 0.7050 -0.11 -0.30 -0.44
N -0.5172 -2.7680 2.0100 -0.02 0.05 0.35
H -1.1291 -1.7067 4.7878 -0.04 -0.04 -0.05
H -0.1018 -0.4208 6.6998 0.26 -0.12 -0.36
H 2.2801 0.5275 5.6569 -0.04 0.10 0.15
H 1.0717 -2.2141 -0.7296 0.06 -0.06 -0.14
H -0.9367 -3.8654 0.2101 0.30 0.30 0.17
H -1.2033 -3.2019 2.5928 -0.06 -0.06 0.34
C 6.1153 -3.0441 1.9107 0.32 0.08 -0.60
C 6.6533 -2.2564 0.8945 -0.12 0.34 0.05
C 5.9782 -1.1273 0.4441 0.31 0.28 -0.44
C 4.7350 -0.7887 0.9694 0.06 -0.61 0.40
C 4.2278 -1.5655 1.9944 -0.63 -0.41 0.80
C 4.9060 -2.6816 2.4623 -0.08 -0.39 0.39
N 3.8750 0.2438 0.5073 -1.48 -1.31 1.92
N 4.3029 1.0567 -0.2724 1.70 1.22 -1.67
C 3.3803 1.9934 -0.7393 -0.19 0.87 -0.97
C 3.8228 2.9025 -1.7089 -0.65 0.96 -0.52
C 2.9073 3.8345 -2.2466 0.23 -0.60 0.65
C 1.5744 3.8113 -1.8286 0.45 -0.35 0.00
C 1.1444 2.8617 -0.9035 -0.23 -0.10 0.38
C 2.0490 1.9644 -0.3332 -0.36 0.21 0.14
H 6.6373 -3.9429 2.2080 -0.02 0.00 0.17
H 7.6082 -2.5108 0.4505 -0.05 0.01 0.02
H 6.4178 -0.4996 -0.3241 -0.11 -0.12 -0.02
H 3.2808 -1.3409 2.4848 0.24 0.23 -0.40
H 4.4817 -3.3071 3.2563 0.04 0.41 -0.29
H 4.8482 2.9311 -2.0666 -0.06 -0.24 0.24
H 3.2173 4.5854 -2.9651 0.14 -0.19 0.03
H 0.8618 4.5192 -2.2314 -0.01 0.00 -0.06
H 0.0722 2.8501 -0.6517 0.54 -0.14 -0.01
N -1.6142 2.5975 1.7686 0.07 -0.52 0.06
C -0.7942 3.4649 2.4405 -0.33 0.44 0.17
C 0.3812 2.8129 2.6213 0.49 -0.07 -0.06
N 0.2932 1.5688 2.0294 0.21 -0.35 0.21
C -0.9299 1.4521 1.5577 -0.14 0.74 -0.46
H -2.4676 2.8163 1.2647 -0.01 -0.12 0.02
H -1.1450 4.4494 2.7292 0.24 -0.26 -0.06
H 1.3041 3.1328 3.0960 -0.36 0.01 -0.14
H -1.2897 0.6425 0.9352 0.03 0.08 0.04
S -2.9339 2.4526 -1.2297 -0.06 -0.03 0.15
P -2.5861 0.5908 -1.8482 -0.36 0.03 -0.36
S -0.8599 -0.2975 -1.4785 0.16 0.03 0.28
C -3.9527 -0.4945 -1.2587 -0.17 -0.05 -0.21
C -3.7752 -1.3052 -0.1484 0.46 0.21 0.09
C -4.8195 -2.0489 0.3621 -0.38 -0.31 0.31
C -6.0726 -2.0346 -0.2390 0.49 0.18 -0.05
C -6.2363 -1.2634 -1.3824 -1.07 -0.20 -0.25
C -5.2038 -0.5071 -1.8855 0.60 0.77 -0.27
C -2.7818 0.5160 -3.6622 0.08 -0.22 0.36
C -2.7570 1.6728 -4.4246 0.04 0.03 0.23
C -2.7421 1.5839 -5.8051 -0.21 -0.38 -0.33
C -2.7884 0.3349 -6.4188 0.12 -0.08 0.19
C -2.8073 -0.8257 -5.6445 0.13 0.07 0.23
C -2.7896 -0.7477 -4.2582 -0.13 0.44 -0.28
H -2.7938 -1.3423 0.3222 -0.10 0.01 -0.08
H -4.6639 -2.6455 1.2545 0.00 -0.03 -0.01
H -6.8821 -2.6059 0.1888 -0.12 -0.05 -0.08
H -7.2037 -1.2310 -1.9033 0.41 -0.08 0.33
H -5.3676 0.1294 -2.7618 0.05 -0.28 0.28
H -2.7233 2.6328 -3.9130 -0.04 -0.16 -0.13
H -2.7146 2.4807 -6.4032 0.02 0.12 -0.11
H -2.7806 0.2421 -7.4985 -0.01 0.10 0.03
H -2.7812 -1.7976 -6.1118 -0.11 -0.10 -0.17
H -2.7754 -1.6398 -3.6335 0.03 0.15 -0.19
```
Positions in Å, forces in eV/Å.

Results
Multiplicity   2
E_HOMO (alpha / beta)   -7.100 / -7.105 eV
Expectation value of S²   0.7551

[3]
Formula: C43H35F2GeMnNSSi
Source: the OMol25 dataset
Level of theory: ωB97M-V/def2-TZVPD

Structure (XYZ):
```
85
Properties=species:S:1:pos:R:3:forces:R:3
Mn -0.3405 -0.1113 -1.5888 -0.34 0.16 0.34
S -0.5108 0.7491 1.6340 0.04 -0.02 0.00
C -1.4304 -0.6772 1.1324 0.00 0.03 0.06
C -2.0477 -1.4549 2.1051 -0.03 -0.02 0.01
C -2.7378 -2.5901 1.7262 -0.01 0.01 0.07
C -2.8135 -2.9132 0.3793 -0.03 -0.04 -0.01
C -2.1579 -2.1100 -0.5279 0.02 0.01 0.00
N -1.4615 -1.0200 -0.1640 0.05 -0.09 -0.14
H -1.9765 -1.1532 3.1403 0.00 0.00 -0.02
H -3.2174 -3.2099 2.4737 0.02 0.02 -0.03
H -3.3568 -3.7813 0.0330 0.02 0.02 0.00
H -2.1633 -2.3356 -1.5852 0.00 -0.01 -0.03
F -1.2788 -1.6205 -3.6862 0.10 -0.01 0.06
C -0.1038 -1.3014 -3.0529 -0.21 0.19 -0.15
F 0.3240 -0.0498 -3.6365 0.00 -0.09 -0.15
H 0.6420 -2.0368 -3.3133 0.13 -0.18 -0.02
C -5.6455 3.2270 2.6818 0.02 -0.02 -0.01
C -4.7782 4.2648 2.3752 0.01 -0.02 -0.01
C -3.5583 3.9965 1.7664 -0.01 0.03 0.02
C -3.1874 2.6876 1.4518 -0.03 -0.01 0.02
C -4.0714 1.6527 1.7774 -0.04 -0.02 0.01
C -5.2895 1.9164 2.3847 0.01 0.02 0.00
Si -1.5690 2.3440 0.6057 -0.01 0.02 0.00
C -0.3923 3.7786 0.6530 0.02 0.03 -0.02
C 0.7761 3.7751 1.4164 0.04 0.00 0.04
C 1.6175 4.8796 1.4372 0.00 0.02 -0.01
C 1.3028 6.0068 0.6918 -0.02 -0.02 0.00
C 0.1445 6.0292 -0.0758 0.02 -0.01 0.02
C -0.6928 4.9240 -0.0942 0.00 0.02 -0.02
C -1.8863 1.8620 -1.1892 0.00 0.07 -0.02
C -3.0841 1.2282 -1.5771 0.04 -0.05 -0.02
C -3.4015 1.0560 -2.9109 0.00 0.00 -0.04
C -2.5507 1.5450 -3.9046 -0.06 -0.03 0.00
C -1.3744 2.1766 -3.5564 0.04 -0.02 0.02
C -1.0341 2.3201 -2.2085 0.09 -0.06 0.06
H -6.5953 3.4360 3.1581 0.03 -0.01 -0.01
H -5.0470 5.2862 2.6143 0.00 -0.03 -0.01
H -2.8876 4.8210 1.5495 -0.02 -0.05 0.00
H -3.8073 0.6196 1.5685 -0.02 0.05 0.01
H -5.9599 1.1021 2.6318 0.02 0.03 -0.01
H 1.0463 2.9074 2.0104 -0.02 0.04 -0.04
H 2.5181 4.8594 2.0384 -0.02 0.00 -0.02
H 1.9582 6.8684 0.7082 -0.01 -0.02 0.00
H -0.1049 6.9065 -0.6592 0.01 -0.02 0.01
H -1.5908 4.9572 -0.7054 0.03 -0.01 0.02
H -3.7781 0.8822 -0.8200 0.00 0.01 -0.01
H -4.3248 0.5621 -3.1871 0.03 0.01 0.01
H -2.8140 1.4232 -4.9474 0.01 0.00 0.02
H -0.7022 2.5451 -4.3200 -0.02 0.00 0.01
H -0.1164 2.8349 -1.9505 0.00 0.06 0.03
C 0.9693 -0.5693 -0.8935 0.13 -0.06 -0.19
Ge 2.2667 -1.8933 -0.1620 0.01 0.07 0.04
C 3.9694 -0.9882 -0.0805 0.02 0.05 0.05
C 4.0307 0.4049 -0.1139 0.00 0.01 -0.04
C 5.2516 1.0579 -0.0056 0.01 -0.02 0.00
C 6.4205 0.3229 0.1360 -0.03 -0.03 0.00
C 6.3698 -1.0651 0.1724 -0.01 0.03 0.00
C 5.1495 -1.7175 0.0682 0.01 -0.01 0.01
C 2.1521 -3.3034 -1.4843 -0.02 -0.05 -0.04
C 1.0064 -4.1003 -1.5713 -0.06 0.00 0.01
C 0.8699 -5.0353 -2.5867 0.03 0.01 -0.02
C 1.8783 -5.1832 -3.5334 0.02 0.04 0.05
C 3.0189 -4.3951 -3.4596 -0.05 -0.02 0.01
C 3.1536 -3.4574 -2.4414 0.00 0.00 -0.01
C 1.5637 -2.4020 1.5736 0.01 -0.06 0.07
C 0.9733 -3.6461 1.7964 -0.05 -0.01 0.04
C 0.4763 -3.9767 3.0514 0.02 0.03 0.02
C 0.5695 -3.0683 4.0979 0.03 0.02 -0.06
C 1.1790 -1.8350 3.8938 -0.02 -0.03 0.01
C 1.6784 -1.5092 2.6406 0.00 0.01 0.03
H 3.1235 0.9903 -0.2346 0.03 -0.03 0.01
H 5.2906 2.1399 -0.0354 0.00 -0.03 0.00
H 7.3725 0.8311 0.2180 -0.01 -0.01 0.00
H 7.2807 -1.6394 0.2845 -0.02 0.02 0.00
H 5.1256 -2.8022 0.1066 -0.01 0.03 0.00
H 0.2005 -3.9835 -0.8492 0.08 0.02 -0.17
H -0.0217 -5.6481 -2.6436 0.03 0.02 0.00
H 1.7724 -5.9117 -4.3268 0.01 0.01 0.01
H 3.8041 -4.5053 -4.1967 -0.02 0.00 0.01
H 4.0443 -2.8383 -2.4055 -0.04 -0.02 0.02
H 0.9105 -4.3765 0.9977 0.04 0.04 0.12
H 0.0284 -4.9499 3.2132 0.01 0.03 0.01
H 0.1876 -3.3283 5.0769 0.00 0.00 0.00
H 1.2752 -1.1322 4.7135 0.00 -0.04 -0.04
H 2.1699 -0.5514 2.4997 -0.02 -0.04 -0.01
```
Positions in Å, forces in eV/Å.

Results
Total charge   +1
E_HOMO   -11.439 eV

The calculation returns the following E values, one per record and in order: -11408.8047, -122212.1325, -158625.3021 eV.
The calculation returns the following ΔE to the lowest compared entry with this formula, charge and spin values, one per record and in order: 316.8, 52.0, 0.0 kJ/mol.